1.
Molecular formula: C26H29N5O
Method: DFT, ωB97M-V/def2-TZVPD

ORCA input file:
```
! RIJCOSX wB97M-V def2-TZVPD def2/J DEFGRID3
* xyz 0 1
O -7.239 -3.517 -18.542
N -9.309 -0.125 -21.621
N -11.438 -1.608 -18.707
N -5.755 0.441 -14.918
N -3.099 1.518 -20.244
N -6.681 -6.243 -17.843
C -6.101 -3.153 -19.356
C -3.657 2.145 -21.318
C -7.711 0.713 -19.991
C -4.393 -0.778 -16.566
C -5.373 -7.719 -15.815
C -3.660 -0.606 -21.340
C -10.206 -1.942 -18.231
C -9.495 1.113 -22.145
C -9.532 -1.285 -17.158
C -3.130 0.186 -20.256
C -4.222 1.500 -22.429
C -5.397 -6.700 -17.975
C -8.764 2.178 -21.660
C -11.558 0.062 -16.848
C -4.714 -7.406 -16.982
C -7.954 1.986 -20.516
C -3.564 -0.515 -14.313
C -7.367 -6.687 -16.709
C -8.483 -0.289 -20.548
C -10.258 -0.301 -16.407
C -12.065 -0.569 -17.952
C -4.775 0.095 -13.997
C -6.693 -7.254 -15.669
C -3.415 -1.021 -15.612
C -4.242 0.095 -22.415
C -5.567 -0.108 -16.195
H -6.953 0.553 -19.238
H -2.866 -0.686 -13.506
H -4.366 -0.907 -17.638
H -4.703 -0.437 -23.234
H -5.624 -2.180 -19.242
H -4.838 0.366 -12.953
H -5.175 -3.715 -19.236
H -13.054 -0.306 -18.297
H -6.249 0.234 -16.960
H -4.700 2.056 -23.222
H -7.172 -4.444 -18.302
H -8.388 -6.417 -16.483
H -7.560 2.894 -20.085
H -7.201 -7.560 -14.766
H -3.542 3.219 -21.284
H -4.954 -6.481 -18.935
H -8.556 -1.635 -16.859
H -4.816 -8.330 -15.120
H -9.024 3.193 -21.921
H -2.490 -1.566 -15.728
H -3.707 -7.776 -17.108
H -9.624 -2.617 -18.842
H -9.871 0.353 -15.639
H -3.698 -1.684 -21.285
H -12.218 0.790 -16.399
H -6.339 -3.345 -20.403
H -8.436 -1.303 -20.181
H -2.731 -0.332 -19.396
H -10.099 1.294 -23.022
*
```

M	427.55	Da
E_HOMO	-9.07	eV
orbital gap	9.390	eV
energy above the lowest of the compared OMol25 structures with the same formula, charge and spin	115.4	kcal per mole


2.
Molecular formula: C26H29N5O6PPdS3
Method: DFT, ωB97M-V/def2-TZVPD

ORCA input file:
```
! RIJCOSX wB97M-V def2-TZVPD def2/J DEFGRID3
* xyz 1 5
Pd 0.119 0.141 1.512
S 0.480 0.678 -1.357
S 0.177 -2.622 -0.925
S 1.697 1.501 2.721
P 0.658 -1.158 -2.102
O 3.843 -6.153 4.504
O 2.579 -1.031 1.310
O 5.737 -5.960 3.334
O 0.023 -1.224 -3.614
O 2.217 -1.450 -2.460
O 0.146 -1.594 2.865
N -0.629 2.047 1.317
N 1.695 4.193 2.791
N 0.019 3.189 1.530
N 4.561 -5.616 3.616
N -1.909 -0.139 1.388
C 3.520 0.588 -2.937
C -1.954 4.426 0.083
C 2.325 -0.591 -4.823
C 2.127 -2.975 2.617
C -1.932 2.154 1.072
C -2.573 3.471 0.880
C -4.298 5.109 1.372
C 4.933 -3.622 2.187
C 1.057 3.059 2.414
C 0.787 -2.675 2.958
C 2.998 -2.084 1.812
C -2.142 -2.383 -3.281
C 4.049 -4.439 2.955
C -1.415 -1.207 -3.892
C 2.682 -4.137 3.165
C -2.408 5.742 0.016
C -3.594 6.090 0.677
C -4.664 -0.480 1.318
C -3.798 -1.561 1.475
C -2.430 -1.351 1.528
C 4.401 -2.449 1.688
C -1.978 0.159 -3.527
C 3.027 -0.727 -3.483
C -2.702 0.924 1.152
C -4.112 0.787 1.131
C -3.791 3.827 1.518
H -1.786 -2.174 1.643
H -0.989 4.181 -0.382
H -3.042 0.256 -3.865
H -4.194 -2.600 1.536
H 3.050 -0.341 -5.623
H -4.060 7.066 0.557
H 2.097 -4.860 3.757
H 3.820 -1.439 -3.566
H 4.959 -1.677 1.147
H -1.835 6.473 -0.571
H -5.766 -0.610 1.346
H 0.260 -3.504 3.378
H -1.376 0.923 -4.010
H 4.258 1.016 -3.619
H -1.433 -1.305 -4.999
H 2.739 1.364 -2.826
H -1.946 0.342 -2.455
H -2.153 -2.279 -2.202
H 2.374 4.048 3.528
H -1.661 -3.323 -3.578
H -5.257 5.362 1.821
H -4.743 1.645 0.871
H 4.055 0.418 -1.985
H 1.583 0.222 -4.764
H -4.211 3.103 2.221
H -3.172 -2.458 -3.594
H 1.140 5.065 2.842
H 5.963 -3.880 2.024
H 1.800 -1.494 -5.139
*
```

M	741.14	Da
E_HOMO (spin up / spin down)	-10.45 / -10.53	eV
orbital gap (spin up / spin down)	6.714 / 4.329	eV
energy above the lowest of the compared OMol25 structures with the same formula, charge and spin	0.0	kcal per mole


3.
Molecular formula: C26H29N7Ru
Method: DFT, ωB97M-V/def2-TZVPD

ORCA input file:
```
! RIJCOSX wB97M-V def2-TZVPD def2/J DEFGRID3
* xyz 3 2
Ru 0.124 -0.018 0.444
N 1.462 1.588 -0.885
N -1.061 0.777 1.980
N 1.555 -1.086 -0.784
N -1.233 -1.194 -0.584
N -1.338 -2.408 0.137
N -0.978 1.311 -0.703
N 1.578 1.032 1.615
C -0.538 2.568 -0.987
C 1.516 3.529 1.628
C 0.788 -1.881 -1.811
C -3.799 -2.404 -1.674
C 2.742 -0.281 -1.279
C -2.659 3.144 -1.888
C -0.414 2.070 2.393
C -1.363 3.513 -1.551
C 2.891 0.854 0.975
C -3.118 -3.546 -1.097
C 3.926 1.984 -0.585
C -2.048 -3.533 -0.302
C 4.073 1.780 1.100
C 1.348 3.891 0.107
C -2.222 0.946 -1.053
C 2.684 3.944 0.773
C -0.644 -1.404 -1.953
C 0.903 2.707 -0.662
C -2.569 -0.437 -0.590
C 3.842 3.044 0.428
C 2.753 1.037 -0.517
C 1.028 2.162 1.903
C -3.581 -1.101 -1.486
C -3.086 -0.279 0.874
C -3.084 1.850 -1.653
C -2.530 0.890 1.697
H 3.006 4.951 1.009
H -4.165 -0.119 0.818
H 3.657 -0.851 -1.116
H 4.677 1.992 -1.364
H 1.290 -1.853 -2.777
H -1.659 -4.448 0.125
H 0.794 -2.922 -1.488
H 1.139 4.280 2.313
H -2.692 1.843 1.196
H -3.530 -4.520 -1.322
H -3.074 0.937 2.641
H 2.633 -0.095 -2.346
H -4.090 1.561 -1.921
H -2.963 -1.233 1.389
H 4.756 3.631 0.388
H 3.210 -0.165 1.188
H -4.208 -0.425 -2.052
H 4.937 1.564 1.712
H -4.600 -2.653 -2.361
H -0.973 0.126 2.761
H -1.223 -2.145 -2.504
H -0.991 2.892 1.969
H -0.713 -0.456 -2.484
H -0.438 2.199 3.479
H -0.540 -2.600 0.721
H -3.327 3.860 -2.349
H -0.996 4.508 -1.765
H 1.962 -1.789 -0.169
H 0.833 4.819 -0.105
*
```

M	540.64	Da
E_HOMO (spin up / spin down)	-16.78 / -16.77	eV
orbital gap (spin up / spin down)	6.091 / 5.757	eV
energy above the lowest of the compared OMol25 structures with the same formula, charge and spin	101.6	kcal per mole


4.
Molecular formula: C26H30Cl3GeN3O3OsSi
Method: DFT, ωB97M-V/def2-TZVPD

ORCA input file:
```
! RIJCOSX wB97M-V def2-TZVPD def2/J DEFGRID3
* xyz 1 6
Os -0.349 0.993 -0.515
Ge -1.338 -0.362 1.401
Cl -3.115 -1.314 -1.798
Cl -1.498 0.481 -3.995
Cl -0.094 -2.133 -2.690
Si -1.253 -0.506 -2.158
O 1.425 1.371 1.019
O -1.515 4.995 0.819
O 2.274 3.138 2.124
N -1.188 2.896 -1.891
N -0.876 2.798 0.835
N 1.515 1.277 -1.842
C -1.987 -5.585 -0.281
C -0.131 2.974 1.978
C 0.619 0.399 5.712
C -3.867 -4.331 0.525
C 1.453 2.417 1.656
C 0.261 -4.593 -0.228
C 4.211 2.710 -3.359
C -1.267 0.450 4.229
C -2.142 3.612 -1.050
C -0.720 0.669 5.482
C 1.399 -0.125 4.696
C -3.268 0.179 1.563
C 0.848 -0.363 3.448
C 0.534 -2.318 0.472
C -0.812 -2.206 0.783
C -3.336 -5.491 -0.050
C -1.668 -3.311 0.559
C -3.048 -3.269 0.827
C 2.846 1.263 -4.926
C 1.079 -3.515 0.010
C -1.477 3.905 0.296
C -1.124 -4.509 0.015
C 2.398 1.318 -2.575
C -0.490 -0.069 3.195
C 4.418 0.189 -3.263
C 3.473 1.372 -3.526
H 1.054 0.601 6.681
H -3.803 0.009 0.633
H -1.563 -6.487 -0.699
H 4.606 2.813 -2.350
H -0.057 4.010 2.317
H 5.040 2.748 -4.061
H 3.547 3.547 -3.563
H -3.455 -2.376 1.273
H -2.471 4.564 -1.485
H -3.316 1.242 1.794
H 2.278 0.340 -5.027
H 2.137 -3.578 -0.194
H 4.846 0.247 -2.264
H -4.925 -4.272 0.727
H -0.407 3.512 -2.117
H -2.311 0.678 4.065
H -1.616 2.598 -2.767
H 3.893 -0.758 -3.369
H -0.361 2.272 2.783
H 2.184 2.103 -5.124
H 1.180 -1.449 0.562
H 0.663 -5.508 -0.632
H -3.990 -6.310 -0.304
H -3.764 -0.364 2.364
H 2.443 -0.340 4.870
H 1.473 -0.768 2.667
H -3.020 2.976 -0.893
H 3.639 1.265 -5.669
H -1.337 1.061 6.276
H 5.228 0.218 -3.987
*
```

M	829.83	Da
E_HOMO (spin up / spin down)	-11.17 / -11.21	eV
orbital gap (spin up / spin down)	7.886 / 4.522	eV